No. 1
# C15H15CaN3P

A structure of composition C15H15CaN3P in a non-equilibrium geometry (wB97M-V/def2-TZVPD, the Open Molecules 2025 dataset).

Computed properties:
LUMO energy: 1.316 eV
Spin multiplicity: 1
Charge: -1
Gap between HOMO and LUMO: 1.888 eV
E_tot: -1763.5090 a.u.
Highest occupied orbital energy: -0.5717 eV

Element x y z (Å)
C -1.95 -1.62 -4.04
C -2.71 -1.15 -5.09
C -3.29 0.14 -5.13
C -3.21 1.10 -4.10
C -2.50 0.91 -2.93
Ca -1.24 -0.59 -2.45
P 0.30 -2.39 -1.99
H -1.66 -2.68 -4.13
H -2.93 -1.83 -5.93
H -3.91 0.38 -6.00
H -2.63 1.72 -2.19
H -3.78 2.03 -4.23
H 1.69 -2.09 -1.92
H 0.33 -3.46 -2.91
H 0.15 -3.11 -0.77
N 4.44 0.52 6.92
C 3.78 0.51 5.97
C 2.95 0.49 4.80
C 3.53 0.68 3.54
C 2.73 0.70 2.40
C 1.36 0.56 2.54
C 0.77 0.37 3.79
C 1.56 0.31 4.92
N 0.54 0.66 1.40
C -0.57 1.39 1.30
C -1.09 1.19 0.07
N -0.33 0.30 -0.58
C 0.68 -0.01 0.25
H 4.60 0.85 3.43
H 3.16 0.89 1.42
H -0.31 0.26 3.87
H 1.09 0.16 5.88
H -0.98 2.01 2.08
H -2.03 1.57 -0.26
H 1.44 -0.77 0.08

=====

No. 2
# C15H15CdNO2

A structure of composition C15H15CdNO2 in a non-equilibrium geometry (wB97M-V/def2-TZVPD, the Open Molecules 2025 dataset).

Computed properties:
LUMO energy: 4.350 eV
Spin multiplicity: 1
Energy relative to the best compared isomer or geometry (same formula, charge and spin): 0.0 kcal/mol
Charge: -2
Gap between HOMO and LUMO: 2.643 eV
E_tot: -953.3031 a.u.
Highest occupied orbital energy: 1.7065 eV

Element x y z (Å)
C 0.93 -1.30 -1.92
C -0.43 -1.40 -2.26
C -1.11 -2.02 -1.21
C -0.19 -2.24 -0.16
C 1.09 -1.80 -0.59
Cd 0.42 1.26 1.20
C -1.48 1.75 -1.06
C -0.09 1.90 -1.42
C 0.46 2.48 -2.54
N 1.11 1.67 -0.63
H -2.16 -2.19 -1.18
H -0.83 -1.09 -3.19
H -0.44 -2.65 0.78
H 1.97 -1.83 -0.01
H 1.70 -0.85 -2.48
H -2.13 2.03 -1.98
H 2.16 1.28 -1.19
H -1.79 1.23 -0.08
H -0.23 2.84 -3.37
H 1.58 2.33 -2.47
O -0.79 1.52 3.01
C -0.50 0.30 3.27
O -0.02 -0.52 2.44
C -0.56 -0.11 4.69
C 0.11 -1.26 5.09
C 0.25 -1.55 6.45
C -0.28 -0.62 7.38
C -0.95 0.57 6.98
C -1.05 0.82 5.59
H 0.52 -1.93 4.34
H 0.75 -2.44 6.80
H -0.26 -0.85 8.45
H -1.37 1.30 7.71
H -1.52 1.73 5.21

=====

No. 3
# C15H15Cl2N3O4

The molecule C15H15Cl2N3O4 in a non-equilibrium geometry (wB97M-V/def2-TZVPD, the Open Molecules 2025 dataset).

Computed properties:
LUMO energy: -0.342 eV
Spin multiplicity: 1
SMILES string: CC(C)C1=CC(Oc2c(Cl)cc(NC(=O)C(=O)O)cc2Cl)=NNC1
Energy relative to the best compared isomer or geometry (same formula, charge and spin): 15.7 kcal/mol
Charge: 0
Gap between HOMO and LUMO: 7.064 eV
E_tot: -1966.0915 a.u.
Highest occupied orbital energy: -7.4057 eV

Element x y z (Å)
O 5.00 5.99 1.04
O 4.68 3.71 -1.55
Cl -1.07 2.51 0.43
Cl 2.36 -0.77 -2.08
N 0.04 -1.29 1.10
O 5.76 6.22 -1.08
O -0.17 -0.01 -0.84
C 5.17 5.55 -0.12
C 4.55 4.16 -0.44
C -0.54 -1.00 -0.07
C -1.76 -1.65 -0.48
C -2.38 -2.62 0.36
C 1.58 2.90 0.64
C 3.09 1.43 -0.64
C 0.60 2.10 0.23
C 2.15 0.56 -0.94
C 0.84 0.86 -0.49
C 2.83 2.62 0.10
N 3.75 3.52 0.55
N -0.50 -2.22 2.01
C -1.86 -2.77 1.93
C -3.69 -4.07 -1.48
C -4.91 -2.71 0.20
C -3.57 -3.48 -0.10
H 5.75 5.54 -1.75
H -2.14 -1.45 -1.52
H 1.44 3.92 1.10
H 4.09 1.33 -1.06
H 3.46 4.04 1.33
H -0.10 -2.20 2.96
H -1.84 -3.83 2.30
H -2.47 -2.19 2.57
H -4.49 -4.74 -1.54
H -3.81 -3.28 -2.31
H -2.76 -4.66 -1.75
H -5.69 -3.43 0.49
H -5.10 -2.11 -0.71
H -4.71 -2.11 1.07
H -3.56 -4.35 0.55

=====

No. 4
# C15H15ClKO2P

A structure of composition C15H15ClKO2P (wB97M-V/def2-TZVPD, the Open Molecules 2025 dataset).

Computed properties:
LUMO energy: -0.082 eV
Spin multiplicity: 1
Charge: 0
Gap between HOMO and LUMO: 6.951 eV
E_tot: -2132.5946 a.u.
Highest occupied orbital energy: -7.0331 eV

Element x y z (Å)
K 0.17 -0.06 -0.24
Cl 6.21 0.09 4.79
C 5.08 0.05 3.46
C 5.58 0.05 2.14
C 4.73 0.02 1.08
C 3.29 -0.01 1.24
O 2.54 -0.03 0.22
C 2.82 -0.01 2.60
C 1.44 -0.04 2.97
O 0.44 -0.06 2.25
C 3.74 0.02 3.67
H 6.65 0.07 1.98
H 5.09 0.02 0.06
H 1.27 -0.03 4.07
H 3.36 0.02 4.69
C -4.90 0.43 -0.57
P -3.18 0.00 -0.08
C -3.24 0.35 1.72
C -3.26 -1.82 -0.16
C -3.01 -2.41 -1.40
C -3.08 -3.78 -1.57
C -3.38 -4.60 -0.49
C -3.61 -4.03 0.76
C -3.56 -2.65 0.92
H -5.62 -0.09 0.06
H -5.06 0.15 -1.61
H -5.05 1.51 -0.48
H -4.12 -0.08 2.22
H -3.27 1.43 1.85
H -2.33 -0.01 2.20
H -2.77 -1.77 -2.25
H -2.89 -4.22 -2.54
H -3.43 -5.67 -0.61
H -3.84 -4.66 1.61
H -3.74 -2.23 1.90

=====

No. 5
# C15H15ClN6O2S2

A structure of composition C15H15ClN6O2S2 in a non-equilibrium geometry (wB97M-V/def2-TZVPD, the Open Molecules 2025 dataset).

Computed properties:
LUMO energy: -0.183 eV
Spin multiplicity: 1
Energy relative to the best compared isomer or geometry (same formula, charge and spin): 319.1 kcal/mol
Charge: 0
Gap between HOMO and LUMO: 7.953 eV
E_tot: -2315.6644 a.u.
Highest occupied orbital energy: -8.1357 eV

Element x y z (Å)
C 2.24 1.59 4.45
H 3.06 2.07 4.91
H 2.66 0.66 3.80
H 1.50 1.40 5.08
C 1.89 2.86 3.37
C 0.70 2.13 2.69
N -0.56 2.63 2.68
N -1.15 1.96 1.68
C -0.64 0.88 1.20
N -1.42 0.02 0.36
C -2.45 -0.06 -0.35
O -2.85 -0.87 -0.90
C -3.11 1.73 -0.45
H -3.42 1.78 0.53
H -3.90 1.55 -1.14
S -2.05 2.78 -0.93
C -1.11 1.99 -2.08
N 0.16 2.12 -2.41
N 0.64 1.01 -3.40
C -0.45 0.15 -3.26
O -1.36 0.75 -2.63
C -0.46 -1.30 -3.74
N -0.73 -2.22 -2.84
C -0.01 -2.32 -1.61
C 1.64 -1.78 -1.83
C 2.13 -1.91 -0.63
C 1.57 -2.37 0.61
C 0.39 -3.14 0.46
C -0.50 -2.86 -0.46
H -1.55 -3.19 -0.59
H -0.01 -3.58 1.35
Cl 2.70 -2.64 1.97
H 3.16 -1.58 -0.56
H 1.81 -1.11 -2.49
H -1.73 -2.12 -2.58
H -1.20 -1.40 -4.72
H 0.65 -1.28 -4.45
H -1.18 -1.10 0.43
S 0.93 0.54 1.68
H 2.70 2.73 2.85
H 1.29 3.54 3.92

=====

No. 6
# C15H15FeN4O10

A structure of composition C15H15FeN4O10 (wB97M-V/def2-TZVPD, the Open Molecules 2025 dataset).

Computed properties:
LUMO energy (spin up / spin down): 2.111 / 2.111 eV
Spin multiplicity: 1
Energy relative to the best compared isomer or geometry (same formula, charge and spin): 0.0 kcal/mol
Charge: -1
Gap between HOMO and LUMO (spin up / spin down): 7.607 / 7.615 eV
E_tot: -2815.9025 a.u.
Highest occupied orbital energy (spin up / spin down): -5.4950 / -5.5036 eV

Element x y z (Å)
Fe -0.19 -0.28 -2.15
O 1.57 -4.02 -1.59
C 1.16 -2.76 -1.77
O 0.04 -2.48 -2.15
C 2.16 -1.71 -1.46
C 3.47 -1.87 -1.06
C 4.22 -0.71 -0.86
C 3.65 0.54 -1.08
C 2.32 0.60 -1.47
N 1.62 -0.51 -1.65
C 1.51 1.88 -1.70
O 2.08 2.95 -1.58
O 0.29 1.65 -2.01
H 0.81 -4.58 -1.81
H 3.88 -2.85 -0.90
H 5.25 -0.79 -0.54
H 4.19 1.46 -0.93
O -1.75 0.24 -5.39
N -1.25 0.05 -4.31
O 0.00 -0.22 -4.16
O -1.89 0.08 -3.22
C -2.00 2.72 0.51
C -1.35 2.29 1.82
C -1.20 0.76 1.99
C -0.47 0.45 3.30
C -0.26 -1.04 3.54
C -2.58 0.16 2.06
O -3.35 0.37 2.98
N -2.91 -0.67 1.03
C -2.17 -0.91 -0.14
O -2.67 -1.64 -0.97
N -0.92 -0.37 -0.25
C -0.35 0.27 0.80
O 0.84 0.56 0.83
H -2.12 3.80 0.49
H -2.99 2.27 0.40
H -1.39 2.43 -0.35
H -1.93 2.65 2.68
H -0.34 2.72 1.89
H -1.05 0.89 4.11
H 0.50 0.96 3.26
H -1.21 -1.57 3.59
H 0.27 -1.21 4.48
H 0.33 -1.48 2.73
H -3.83 -1.08 1.04

=====

No. 7
# C15H15MgN6O9

A structure of composition C15H15MgN6O9 in a non-equilibrium geometry (wB97M-V/def2-TZVPD, the Open Molecules 2025 dataset).

Computed properties:
LUMO energy: 1.721 eV
Spin multiplicity: 1
Energy relative to the best compared isomer or geometry (same formula, charge and spin): 52.4 kcal/mol
Charge: -1
Gap between HOMO and LUMO: 6.534 eV
E_tot: -1786.1680 a.u.
Highest occupied orbital energy: -4.8138 eV

Element x y z (Å)
Mg 0.19 -0.15 0.75
N -2.03 -0.92 3.13
O -1.86 -0.07 4.02
O -1.23 -0.78 2.20
O -2.86 -1.86 3.24
N 2.42 -2.03 1.87
O 3.42 -1.35 1.80
O 2.34 -3.20 2.26
O 1.42 -1.48 1.54
N 1.42 1.20 3.39
O 1.08 0.57 4.43
O 0.82 0.97 2.30
O 2.33 2.02 3.33
N -0.71 -1.69 -0.37
C -0.75 -3.05 -0.07
C -1.35 -4.03 -0.80
C -2.13 -3.61 -1.92
C -2.15 -2.29 -2.27
C -1.50 -1.38 -1.46
H -0.23 -3.33 0.83
H -1.35 -4.98 -0.29
H -2.73 -4.25 -2.55
H -2.74 -1.98 -3.12
H -1.48 -0.34 -1.74
N -0.89 1.36 0.14
C -0.53 2.71 -0.01
C -1.35 3.75 -0.25
C -2.77 3.50 -0.38
C -3.20 2.15 -0.20
C -2.26 1.20 0.00
H 0.51 3.00 0.03
H -0.83 4.70 -0.24
H -3.36 4.37 -0.65
H -4.26 1.96 -0.25
H -2.61 0.20 0.16
N 1.57 0.38 -0.70
C 1.59 0.12 -2.03
C 2.67 0.43 -2.96
C 3.80 1.03 -2.47
C 3.79 1.40 -1.13
C 2.70 1.12 -0.23
H 0.64 -0.25 -2.38
H 2.49 0.20 -4.00
H 4.61 1.42 -3.07
H 4.59 1.99 -0.70
H 2.77 1.26 0.84

=====

No. 8
# C15H15NO3

The molecule C15H15NO3 (wB97M-V/def2-TZVPD, the Open Molecules 2025 dataset).

Computed properties:
LUMO energy: 0.549 eV
Spin multiplicity: 1
SMILES string: C#CCOC(=O)C(NC(=O)c1ccccc1)=C(C)C
Energy relative to the best compared isomer or geometry (same formula, charge and spin): 63.7 kcal/mol
Charge: 0
Gap between HOMO and LUMO: 9.195 eV
E_tot: -861.0109 a.u.
Highest occupied orbital energy: -8.6456 eV

Element x y z (Å)
C -5.02 -2.35 0.71
C -3.86 -2.47 0.44
C -2.45 -2.54 0.12
H -1.95 -3.28 0.76
H -2.32 -2.80 -0.94
O -1.79 -1.30 0.38
C -1.86 -0.38 -0.60
O -2.54 -0.48 -1.58
C -1.06 0.83 -0.21
C -1.60 2.04 -0.02
C -3.07 2.30 -0.17
H -3.48 2.63 0.78
H -3.60 1.42 -0.50
H -3.22 3.09 -0.90
C -0.76 3.22 0.39
H 0.06 3.38 -0.31
H -0.34 3.07 1.38
H -1.36 4.12 0.42
N 0.31 0.58 -0.03
C 0.94 -0.49 -0.57
O 0.36 -1.33 -1.24
C 2.40 -0.58 -0.27
C 3.21 0.54 -0.09
C 4.56 0.39 0.17
C 5.11 -0.88 0.26
C 4.32 -2.00 0.06
C 2.97 -1.85 -0.21
H 2.34 -2.70 -0.37
H 4.75 -2.98 0.12
H 6.17 -0.99 0.47
H 5.18 1.26 0.31
H 2.80 1.54 -0.18
H 0.83 1.26 0.50
H -6.04 -2.27 0.94

=====

No. 9
# C15H15NV

A structure of composition C15H15NV in a non-equilibrium geometry (wB97M-V/def2-TZVPD, the Open Molecules 2025 dataset).

Computed properties:
LUMO energy (spin up / spin down): 5.092 / 5.007 eV
Spin multiplicity: 4
Energy relative to the best compared isomer or geometry (same formula, charge and spin): 13.3 kcal/mol
Charge: -2
Gap between HOMO and LUMO (spin up / spin down): 1.810 / 6.412 eV
<S²>: 3.7725
E_tot: -1579.0197 a.u.
Highest occupied orbital energy (spin up / spin down): 3.2814 / -1.4050 eV

Element x y z (Å)
C 3.10 0.34 -2.32
C 2.19 1.37 -2.71
C 0.90 0.80 -2.89
C 1.00 -0.60 -2.57
C 2.37 -0.89 -2.24
V 1.72 0.30 -0.39
N 2.73 -0.87 0.37
C 2.56 1.60 0.68
C 1.64 2.38 -0.10
H 0.01 1.29 -3.30
H 2.44 2.40 -2.92
H 0.18 -1.36 -2.73
H 2.75 -1.87 -2.00
H 4.15 0.47 -2.13
H 2.11 3.17 -0.62
H 2.28 1.38 1.76
H 3.44 -1.09 1.09
H 0.71 2.62 0.44
H 3.68 1.69 0.47
C 0.16 0.45 0.76
C -0.91 -0.15 0.88
C -2.18 -0.66 1.18
C -2.45 -2.05 1.21
C -3.58 -2.53 1.88
C -4.50 -1.62 2.46
C -4.31 -0.23 2.27
C -3.19 0.23 1.59
H -1.77 -2.76 0.74
H -3.75 -3.61 1.99
H -5.36 -2.00 3.04
H -5.06 0.47 2.68
H -3.07 1.31 1.43

=====

No. 10
# C15H16BrCl30FO3

A cluster of 11 separate species, C15H16BrCl30FO3 in total in a non-equilibrium geometry (wB97M-V/def2-TZVPD, the Open Molecules 2025 dataset).

Computed properties:
LUMO energy: -0.012 eV
Spin multiplicity: 1
SMILES string: O=C1O[C@@H](CCF)[C@@H](Br)O1.ClC(Cl)Cl.ClC(Cl)Cl.ClC(Cl)Cl.ClC(Cl)Cl.ClC(Cl)Cl.ClC(Cl)Cl.ClC(Cl)Cl.ClC(Cl)Cl.ClC(Cl)Cl.ClC(Cl)Cl
Charge: 0
Gap between HOMO and LUMO: 10.649 eV
E_tot: -17286.4496 a.u.
Highest occupied orbital energy: -10.6613 eV

Element x y z (Å)
O -3.55 2.08 1.12
C -2.48 2.07 1.47
O -1.69 0.97 1.65
C -0.32 1.39 1.49
Br 0.52 1.11 3.23
C -0.49 2.82 0.98
C 0.54 3.89 1.33
C 1.16 4.52 0.06
F 1.62 5.80 0.29
O -1.69 3.14 1.73
H 0.11 0.66 0.81
H -0.82 2.73 -0.06
H 0.04 4.70 1.86
H 1.35 3.55 1.98
H 0.45 4.58 -0.77
H 2.02 3.93 -0.27
C -2.41 1.18 -2.12
Cl -2.70 -0.56 -1.95
Cl -0.69 1.50 -2.38
Cl -3.37 1.85 -3.44
H -2.72 1.66 -1.20
C 2.47 -2.53 3.03
Cl 3.80 -1.70 3.85
Cl 1.04 -2.59 4.05
Cl 2.11 -1.75 1.49
H 2.79 -3.55 2.82
C -3.46 6.24 1.02
Cl -3.56 5.56 2.64
Cl -3.97 7.93 1.02
Cl -1.83 6.07 0.38
H -4.13 5.68 0.37
C 0.85 -6.19 1.23
Cl -0.03 -5.40 2.54
Cl 2.57 -5.75 1.29
Cl 0.63 -7.93 1.29
H 0.45 -5.83 0.29
C -6.36 -0.03 -2.21
Cl -7.66 -0.17 -3.39
Cl -6.70 1.25 -1.04
Cl -6.10 -1.57 -1.38
H -5.45 0.22 -2.73
C 3.28 -6.72 5.19
Cl 2.08 -7.86 4.59
Cl 2.79 -5.06 4.81
Cl 3.52 -6.91 6.93
H 4.22 -6.92 4.69
C 4.19 5.88 -1.70
Cl 3.92 4.14 -1.54
Cl 5.89 6.22 -1.99
Cl 3.19 6.54 -3.00
H 3.89 6.35 -0.77
C 5.10 -9.73 1.67
Cl 4.03 -8.32 1.54
Cl 5.50 -10.04 3.36
Cl 4.35 -11.15 0.93
H 6.01 -9.51 1.14
C -11.01 -1.97 -4.58
Cl -10.32 -1.04 -5.92
Cl -9.73 -2.71 -3.61
Cl -12.04 -0.94 -3.58
H -11.62 -2.76 -5.00
C 8.12 4.09 -5.12
Cl 9.43 4.91 -4.27
Cl 6.68 4.01 -4.11
Cl 7.77 4.90 -6.65
H 8.44 3.08 -5.34

=====

No. 11
# C15H16Cl2CuN4SSe

A structure of composition C15H16Cl2CuN4SSe (wB97M-V/def2-TZVPD, the Open Molecules 2025 dataset).

Computed properties:
LUMO energy (spin up / spin down): -0.528 / -0.728 eV
Spin multiplicity: 2
Energy relative to the best compared isomer or geometry (same formula, charge and spin): 0.0 kcal/mol
Charge: 0
Gap between HOMO and LUMO (spin up / spin down): 6.938 / 6.649 eV
<S²>: 0.7559
E_tot: -6160.7409 a.u.
Highest occupied orbital energy (spin up / spin down): -7.4658 / -7.3774 eV

Element x y z (Å)
Cu 0.32 0.32 -1.35
C 1.65 3.59 1.12
C 1.07 2.35 0.51
N 1.28 1.97 -0.69
N 2.09 2.69 -1.50
C 2.27 2.10 -2.67
N 3.08 2.73 -3.53
S 1.58 0.59 -3.19
C 0.19 1.46 1.30
C -0.21 1.74 2.60
C -1.02 0.84 3.26
C -1.42 -0.32 2.62
C -0.99 -0.53 1.32
N -0.22 0.34 0.68
H 2.43 3.98 0.47
H 2.06 3.38 2.11
H 0.88 4.35 1.23
H 3.44 3.64 -3.29
H 3.18 2.38 -4.47
H 0.11 2.66 3.07
H -1.35 1.05 4.28
H -2.04 -1.05 3.11
H -1.29 -1.41 0.75
Cl -2.30 2.29 -1.15
C -3.64 1.13 -1.12
Cl -4.91 1.63 0.02
H -3.24 0.17 -0.81
H -4.07 1.08 -2.11
Se -1.12 -1.41 -2.10
C -0.39 -2.80 -1.00
C -1.23 -3.78 -0.47
C -0.73 -4.78 0.34
C 0.62 -4.82 0.65
C 1.47 -3.85 0.13
C 0.97 -2.85 -0.69
H -2.29 -3.75 -0.70
H -1.40 -5.54 0.74
H 1.02 -5.60 1.29
H 2.53 -3.87 0.36
H 1.64 -2.11 -1.11

=====

No. 12
# C15H16ClNO3

The molecule C15H16ClNO3 in a non-equilibrium geometry (wB97M-V/def2-TZVPD, the Open Molecules 2025 dataset).

Computed properties:
LUMO energy: 0.295 eV
Spin multiplicity: 1
SMILES string: Cc1ccccc1NC(=O)[C@H]1CC(Cl)=CC[C@@H]1C(=O)O
Energy relative to the best compared isomer or geometry (same formula, charge and spin): 280.2 kcal/mol
Charge: 0
Gap between HOMO and LUMO: 8.820 eV
E_tot: -1321.4606 a.u.
Highest occupied orbital energy: -8.5253 eV

Element x y z (Å)
C -0.54 -3.64 -0.54
C -1.44 -2.60 -0.87
C -2.82 -2.77 -0.64
C -3.57 -1.57 -0.94
C -2.90 -0.35 -1.49
C -1.66 -0.09 -1.50
C -0.89 -1.05 -1.23
N 0.67 -1.21 -1.37
C 1.52 -0.29 -0.78
O 2.58 -0.23 -1.22
C 0.87 0.54 0.53
C 1.33 -0.16 1.76
C 1.11 0.81 2.62
C 0.85 2.08 2.79
C 1.10 2.79 1.39
H 1.56 3.87 1.57
H -0.05 3.27 0.99
C 1.54 2.06 0.30
C 1.35 2.47 -1.00
O 0.39 2.47 -1.71
O 2.41 3.53 -1.27
H 2.09 4.08 -1.97
H 2.59 1.81 0.58
H 0.64 2.84 3.71
Cl 1.08 -0.22 4.45
H 0.52 -1.07 1.74
H 2.27 -0.39 1.47
H -0.21 0.60 0.36
H 0.96 -1.65 -2.01
H -1.31 0.77 -1.85
H -3.67 0.42 -1.43
H -4.51 -1.69 -0.79
H -3.19 -3.58 -0.30
H 0.46 -3.29 -0.02
H -0.03 -4.00 -1.51
H -1.07 -4.56 0.14